[1]
C3H6Si2 | ωB97M-V/def2-TZVPD

The geometry in ORCA input format:
```
! wB97M-V def2-TZVPD RIJCOSX def2/J DEFGRID3
* xyz 0 1
C -0.18322 -1.54793 -0.05305
C -1.26129 0.80684 0.57008
C 1.38770 0.56773 -0.47978
Si 0.53687 -0.20361 1.07538
Si -0.57115 0.04675 -1.11568
H 0.62549 -2.29363 -0.28488
H -1.12321 -1.99361 0.34851
H -2.21769 0.40007 1.02174
H -1.26077 2.12437 0.75830
H 1.69137 1.68275 -0.51815
H 2.26709 -0.06131 -0.92017
*
```

Its energy relative to the best compared isomer or geometry (same formula, charge and spin) is 13.9 kcal/mol. The calculation puts the LUMO energy at -1.098 eV. The SMILES is C1[Si]23C[Si]12C3. The calculation puts the gap between HOMO and LUMO at 7.761 eV. For the HOMO energy, the calculation gives -8.86 eV.

In elementary charge units, the natural (NBO) charges are:
1 C -1.239
2 C -1.162
3 C -1.150
4 Si 1.076
5 Si 1.032
6 H 0.248
7 H 0.241
8 H 0.229
9 H 0.247
10 H 0.239
11 H 0.240

=====

[2]
C3H7AlCl2NO | ωB97M-V/def2-TZVPD

The geometry in ORCA input format:
```
! wB97M-V def2-TZVPD RIJCOSX def2/J DEFGRID3
* xyz -1 1
C -0.49179 1.69219 2.06395
C -0.48403 0.44615 1.19409
Cl -0.78271 -1.07982 2.04128
C -0.26094 0.44511 -0.10182
Cl 0.01536 2.03067 -0.91034
Al -0.19845 -1.29493 -1.24844
N 1.64260 -1.84570 -1.19379
O -0.70091 -0.99992 -2.96373
H -1.48784 1.92301 2.45978
H -0.07853 2.55240 1.53334
H 0.20483 1.48460 2.89391
H -1.10256 -2.38643 -0.50994
H 2.12955 -1.10155 -1.70375
H 1.92288 -1.67668 -0.22289
H -0.32746 -0.18910 -3.33166
*
```

Its energy relative to the best compared isomer or geometry (same formula, charge and spin) is 0.0 kcal/mol. The calculation puts the LUMO energy at 3.288 eV. The calculation puts the gap between HOMO and LUMO at 8.029 eV. For the HOMO energy, the calculation gives -4.74 eV.

In elementary charge units, the natural (NBO) charges are:
1 C -0.658
2 C -0.106
3 Cl -0.043
4 C -0.437
5 Cl -0.122
6 Al 1.618
7 N -1.375
8 O -1.196
9 H 0.209
10 H 0.229
11 H 0.207
12 H -0.454
13 H 0.334
14 H 0.338
15 H 0.457

=====

[3]
C3H7AlIO2 | ωB97M-V/def2-TZVPD

The geometry in ORCA input format:
```
! wB97M-V def2-TZVPD RIJCOSX def2/J DEFGRID3
* xyz -1 1
C 2.64517 0.24336 0.03304
Al 0.69113 -0.16544 0.13224
O -0.25816 -0.40856 -1.39788
C -1.54700 -0.46322 -0.84645
C -1.69501 0.66464 0.23731
I -2.57918 -0.11111 2.11559
O -0.49002 1.19316 0.55955
H 3.04244 0.14817 1.04352
H 2.89932 1.24282 -0.30655
H 3.15699 -0.50530 -0.56529
H 0.41115 -1.42042 1.09494
H -1.63216 -1.42830 -0.33363
H -2.33794 -0.45687 -1.59648
H -2.30674 1.46708 -0.16991
*
```

Its energy relative to the best compared isomer or geometry (same formula, charge and spin) is 6.5 kcal/mol. The calculation puts the LUMO energy at 3.018 eV. The calculation puts the gap between HOMO and LUMO at 8.037 eV. For the HOMO energy, the calculation gives -5.02 eV.

In elementary charge units, the natural (NBO) charges are:
1 C -1.255
2 Al 1.646
3 O -0.929
4 C -0.146
5 C 0.066
6 I -0.150
7 O -0.886
8 H 0.209
9 H 0.209
10 H 0.212
11 H -0.462
12 H 0.161
13 H 0.159
14 H 0.166

=====

[4]
C3H7BO | ωB97M-V/def2-TZVPD

The geometry in ORCA input format:
```
! wB97M-V def2-TZVPD RIJCOSX def2/J DEFGRID3
* xyz 0 1
B 0.03186 0.00312 -0.05096
C 1.71455 0.28121 0.71349
C -0.65209 -1.37988 0.20012
C -0.61006 1.20849 -0.84713
O 2.40180 -0.59262 1.14562
H 2.06123 1.28983 0.69874
H -0.20632 -2.31696 0.00081
H -1.68314 -1.36542 -0.14755
H -0.91452 -1.38045 1.26290
H -1.72323 1.06594 -0.63475
H -0.23750 1.04937 -1.97100
H -0.18259 2.13736 -0.37030
*
```

Its energy relative to the best compared isomer or geometry (same formula, charge and spin) is 31.6 kcal/mol. The calculation puts the LUMO energy at 0.115 eV. The SMILES is CB(C)C=O. The calculation puts the gap between HOMO and LUMO at 8.794 eV. For the HOMO energy, the calculation gives -8.68 eV.

In elementary charge units, the natural (NBO) charges are:
1 B 0.775
2 C 0.227
3 C -1.041
4 C -1.044
5 O -0.509
6 H 0.087
7 H 0.263
8 H 0.222
9 H 0.262
10 H 0.245
11 H 0.272
12 H 0.239

=====

[5]
C3H7BO3 | ωB97M-V/def2-TZVPD

The geometry in ORCA input format:
```
! wB97M-V def2-TZVPD RIJCOSX def2/J DEFGRID3
* xyz 0 1
B -0.03083 0.23081 1.38326
C 1.38976 0.74856 0.60064
C -0.00504 -0.17905 -1.32855
C -0.87584 -1.23339 -1.11657
O 0.86736 0.73267 -0.68652
O -0.12481 -0.50234 2.53674
O -1.10926 0.57352 0.65200
H 1.26028 1.79286 0.84163
H 2.34813 0.44601 0.95843
H -0.79118 -2.09816 -0.46596
H -0.19080 0.16701 -2.33014
H -1.26666 -1.43741 -2.05234
H -1.09238 -0.67580 2.65987
H -1.18013 1.27410 0.01128
*
```

Its energy relative to the best compared isomer or geometry (same formula, charge and spin) is 84.6 kcal/mol. The calculation puts the LUMO energy at 0.552 eV. The SMILES is C=COCB(O)O. The calculation puts the gap between HOMO and LUMO at 9.439 eV. For the HOMO energy, the calculation gives -8.89 eV.

In elementary charge units, the natural (NBO) charges are:
1 B 1.067
2 C -0.378
3 C 0.147
4 C -0.516
5 O -0.533
6 O -0.879
7 O -0.915
8 H 0.197
9 H 0.212
10 H 0.205
11 H 0.179
12 H 0.200
13 H 0.493
14 H 0.521

=====

[6]
C3H7BO3 | ωB97M-V/def2-TZVPD

The geometry in ORCA input format:
```
! wB97M-V def2-TZVPD RIJCOSX def2/J DEFGRID3
* xyz 0 1
B 2.76739 0.08249 -0.17641
C 1.51016 0.46506 0.50983
C -0.51606 0.26255 -0.22855
C -2.85855 0.26592 0.30433
O 2.95991 -0.55817 -1.39197
O 3.70338 0.55436 0.71463
O -1.51369 0.80044 0.40326
H 1.45302 1.20626 1.21097
H -0.67483 -0.56890 -0.83430
H -3.41573 0.85226 -0.45062
H -3.56010 0.39602 1.21177
H -2.83667 -0.84479 0.13011
H 3.93703 -0.59279 -1.70094
H 4.48754 -0.05768 1.02810
*
```

Its energy relative to the best compared isomer or geometry (same formula, charge and spin) is 163.3 kcal/mol. The calculation puts the LUMO energy (alpha / beta) at -0.137 / 0.321 eV. The calculation puts the gap between HOMO and LUMO (alpha / beta) at 6.793 / 7.812 eV. For the HOMO energy (alpha / beta), the calculation gives -6.93 / -7.49 eV.

In elementary charge units, the natural (NBO) charges are:
1 B 0.929
2 C -0.541
3 C 0.289
4 C -0.285
5 O -0.895
6 O -0.901
7 O -0.474
8 H 0.160
9 H 0.123
10 H 0.202
11 H 0.213
12 H 0.197
13 H 0.490
14 H 0.493

=====

[7]
C3H7Br | ωB97M-V/def2-TZVPD

The geometry in ORCA input format:
```
! wB97M-V def2-TZVPD RIJCOSX def2/J DEFGRID3
* xyz 0 1
C -0.68114 2.06191 0.22596
C -0.07393 -1.90480 0.65265
C -1.77240 1.18436 -0.31244
Br -2.44382 -0.11196 0.89107
H -0.71983 3.02815 -0.15232
H -0.65810 2.16942 1.27520
H 0.22498 1.62481 -0.07701
H 0.63335 -1.08923 0.28491
H -1.04057 -1.82670 0.26557
H 0.15182 -2.75629 1.19560
H -1.72749 0.94497 -1.36576
*
```

Its energy relative to the best compared isomer or geometry (same formula, charge and spin) is 90.9 kcal/mol. The calculation puts the LUMO energy (alpha / beta) at 0.094 / 0.320 eV. The calculation puts the gap between HOMO and LUMO (alpha / beta) at 8.566 / 8.440 eV. For the HOMO energy (alpha / beta), the calculation gives -8.47 / -8.12 eV.

In elementary charge units, the natural (NBO) charges are:
1 C -0.688
2 C -0.511
3 C -0.209
4 Br 0.072
5 H 0.224
6 H 0.223
7 H 0.217
8 H 0.167
9 H 0.154
10 H 0.164
11 H 0.186

=====

[8]
C3H7Br2NO | ωB97M-V/def2-TZVPD

The geometry in ORCA input format:
```
! wB97M-V def2-TZVPD RIJCOSX def2/J DEFGRID3
* xyz 0 1
Br -1.64568 -2.40777 -1.05446
Br -1.31660 -1.53602 2.00422
C -2.12923 -1.16244 0.31390
H -1.83555 -0.14472 -0.00775
H -3.22951 -1.17269 0.43520
O -0.65737 1.01561 -0.46508
C 0.51533 0.69886 -0.32169
N 0.97109 -0.55140 -0.63321
C 1.57193 1.64327 0.20821
H 1.95254 -0.81336 -0.51217
H 0.30068 -1.23344 -0.99640
H 1.10756 2.61920 0.42853
H 2.37300 1.79456 -0.53477
H 2.02177 1.25035 1.13550
*
```

Its energy relative to the best compared isomer or geometry (same formula, charge and spin) is 4.5 kcal/mol. The calculation puts the LUMO energy at 0.622 eV. The calculation puts the gap between HOMO and LUMO at 10.427 eV. For the HOMO energy, the calculation gives -9.81 eV.

In elementary charge units, the natural (NBO) charges are:
1 Br 0.034
2 Br 0.030
3 C -0.580
4 H 0.292
5 H 0.232
6 O -0.648
7 C 0.692
8 N -0.840
9 C -0.720
10 H 0.398
11 H 0.403
12 H 0.243
13 H 0.231
14 H 0.233

=====

[9]
C3H7Cl2NSi | ωB97M-V/def2-TZVPD

The geometry in ORCA input format:
```
! wB97M-V def2-TZVPD RIJCOSX def2/J DEFGRID3
* xyz 0 1
C 3.12372 0.09952 0.49072
C 1.85243 -0.16493 0.17846
C -2.38176 0.09421 0.04653
N -0.99703 0.00682 0.20503
Si 0.33844 0.74982 0.76247
Cl 1.03547 2.44044 1.90150
Cl -2.08073 -1.70417 -2.71924
H 4.01384 -0.34753 0.26285
H 3.31504 0.89773 1.19955
H 1.62867 -0.87191 -0.72265
H -2.75543 -0.86530 -0.08876
H -2.80541 0.54599 0.92893
H -2.76628 0.53755 -0.81909
H -1.52098 -1.41824 -1.62631
*
```

Its energy relative to the best compared isomer or geometry (same formula, charge and spin) is 61.9 kcal/mol. The calculation puts the LUMO energy at -0.144 eV. The SMILES is C=C/[Si](Cl)=N/C.Cl. The calculation puts the gap between HOMO and LUMO at 9.264 eV. For the HOMO energy, the calculation gives -9.41 eV.

In elementary charge units, the natural (NBO) charges are:
1 C -0.295
2 C -0.712
3 C -0.424
4 N -1.101
5 Si 1.714
6 Cl -0.396
7 Cl -0.279
8 H 0.200
9 H 0.189
10 H 0.250
11 H 0.187
12 H 0.188
13 H 0.201
14 H 0.276

=====

[10]
C3H7Cl3NP | ωB97M-V/def2-TZVPD

The geometry in ORCA input format:
```
! wB97M-V def2-TZVPD RIJCOSX def2/J DEFGRID3
* xyz 0 1
C 0.04603 1.12757 -0.69739
C 1.05573 0.16625 1.29983
C -0.05225 -2.68230 0.51175
N 0.15401 -0.03701 0.19600
P 0.21538 -1.50313 -0.65749
Cl -0.58341 -2.54650 2.09108
Cl 0.02977 -4.28171 -0.12613
Cl -2.66278 1.99639 -2.47517
H 0.51503 1.01040 -1.66202
H -0.98453 1.21192 -0.97350
H 0.13118 2.13443 -0.09884
H 2.07369 0.43394 0.90682
H 0.72344 1.11493 1.78934
H 0.99554 -0.73315 1.80513
H -1.65684 2.58796 -1.90941
*
```

Its energy relative to the best compared isomer or geometry (same formula, charge and spin) is 38.6 kcal/mol. The calculation puts the LUMO energy at -0.016 eV. The SMILES is CN(C)P=C(Cl)Cl.Cl. The calculation puts the gap between HOMO and LUMO at 8.157 eV. For the HOMO energy, the calculation gives -8.17 eV.

In elementary charge units, the natural (NBO) charges are:
1 C -0.452
2 C -0.400
3 C -0.652
4 N -0.744
5 P 0.918
6 Cl 0.085
7 Cl 0.041
8 Cl -0.257
9 H 0.204
10 H 0.202
11 H 0.211
12 H 0.172
13 H 0.196
14 H 0.212
15 H 0.265

=====

[11]
C3H7ClN2Si | ωB97M-V/def2-TZVPD

The geometry in ORCA input format:
```
! wB97M-V def2-TZVPD RIJCOSX def2/J DEFGRID3
* xyz 0 1
C -0.88582 -1.11149 0.38750
C 2.09011 -1.17219 -1.17904
C -1.55577 1.74310 1.38886
N -0.18259 -2.08400 0.34014
N 1.73729 -0.00125 -1.44585
Si -1.31606 0.57668 -0.02795
Cl -2.92491 0.77907 -1.24534
H 2.17745 -2.04190 -2.01564
H 2.69816 -1.30927 -0.25185
H 0.81366 -2.03491 -0.11357
H -1.58724 1.12581 2.34542
H -0.77995 2.45097 1.27359
H -2.53023 2.44279 1.37755
H 2.24592 0.63658 -0.83382
*
```

Its energy relative to the best compared isomer or geometry (same formula, charge and spin) is 134.1 kcal/mol. The calculation puts the LUMO energy at -0.042 eV. The SMILES is C[Si](Cl)=C=N.C=N. The calculation puts the gap between HOMO and LUMO at 7.483 eV. For the HOMO energy, the calculation gives -7.53 eV.

In elementary charge units, the natural (NBO) charges are:
1 C -0.100
2 C -0.166
3 C -1.149
4 N -0.568
5 N -0.588
6 Si 1.096
7 Cl -0.364
8 H 0.197
9 H 0.155
10 H 0.372
11 H 0.264
12 H 0.243
13 H 0.263
14 H 0.344

=====

[12]
C3H7ClN3 | ωB97M-V/def2-TZVPD

The geometry in ORCA input format:
```
! wB97M-V def2-TZVPD RIJCOSX def2/J DEFGRID3
* xyz 1 1
C -0.51034 1.70839 -0.05553
C 0.24321 -0.93742 -0.07457
C -0.84681 0.35381 -0.49362
N 0.66255 2.01371 0.24582
N 1.45896 -0.58929 0.22521
N -0.22173 -2.12900 0.15379
Cl -2.37772 -0.20666 0.08998
H -1.46106 2.29745 -0.01062
H -0.92432 0.48724 -1.65630
H 0.76508 2.95475 0.58282
H 1.78878 0.29594 0.03466
H 2.22009 -1.17565 0.58621
H -1.18701 -2.16782 -0.15484
H 0.39034 -2.90547 0.52700
*
```

Its energy relative to the best compared isomer or geometry (same formula, charge and spin) is 19.5 kcal/mol. The calculation puts the LUMO energy at -3.418 eV. The SMILES is [H]/N=C/[C@H](Cl)C(N)=[NH2+]. The calculation puts the gap between HOMO and LUMO at 11.448 eV. For the HOMO energy, the calculation gives -14.87 eV.

In elementary charge units, the natural (NBO) charges are:
1 C 0.107
2 C 0.572
3 C -0.317
4 N -0.611
5 N -0.715
6 N -0.736
7 Cl 0.055
8 H 0.206
9 H 0.286
10 H 0.383
11 H 0.449
12 H 0.425
13 H 0.443
14 H 0.452